Version w
Molecular formula: C2H5BrClN
Method: DFT, the ωB97M-V functional and the def2-TZVPD basis

Geometry (Å):
H (1.3219, 0.7536, -1.4273)
Br (1.8952, 2.8637, -1.2175)
C (-1.1797, -1.0875, 1.1123)
H (-0.2591, -0.6674, 1.4712)
N (1.5687, 1.0992, -0.4962)
Cl (2.9875, 0.2458, 0.1117)
H (-0.6727, -0.1287, -0.6013)
H (-1.8949, -1.4563, 1.9007)
H (-2.3249, -0.8519, -0.7001)
C (-1.4420, -0.7704, -0.1536)

Properties
- HOMO level (eV) = -10.11
- SMILES = ClNBr.C=C
- 2S+1 = 1
- total charge = 0
- E_LUMO (Ha) = -0.028
- Kohn-Sham gap (Eh) = 0.3439


Version x
Molecular formula: C2H5BrClN
Method: DFT, the ωB97M-V functional and the def2-TZVPD basis

Geometry (Å):
N (0.0285, 0.6535, 0.1636)
H (-0.4691, 1.3054, -0.4332)
H (-1.7686, -0.3631, 0.6994)
C (1.0099, -0.2149, -0.8998)
C (-0.8267, 0.0145, 1.1120)
H (-0.2989, -0.7828, 1.6285)
H (1.6035, -0.8852, -0.2806)
H (-1.0494, 0.8035, 1.8374)
Br (-0.1869, -1.3789, -1.9680)
Cl (1.9578, 0.8479, -1.8593)

Properties
- HOMO level (eV) = -9.19
- SMILES = CN[C@H](Cl)Br
- 2S+1 = 1
- total charge = 0
- E_LUMO (Ha) = 0.026
- Kohn-Sham gap (Eh) = 0.3640


Version y
Molecular formula: C2H5BrClN
Method: DFT, the ωB97M-V functional and the def2-TZVPD basis

Geometry (Å):
H (-0.6684, 0.5215, 1.4270)
H (0.2845, -1.0284, 1.2107)
Cl (-2.5674, 0.2376, -0.2870)
C (1.0571, 0.5350, -0.0356)
Br (-0.8200, -1.2728, -2.1580)
N (-1.2852, -0.8809, -0.2968)
C (-0.0395, -0.1361, 0.6967)
H (0.6167, 1.3124, -0.6658)
H (1.7649, 0.8430, 0.8462)
H (1.6572, -0.1314, -0.7374)

Properties
- HOMO level (eV) = -9.18
- 2S+1 = 1
- total charge = 0
- E_LUMO (Ha) = -0.010
- Kohn-Sham gap (Eh) = 0.3272


Version z
Molecular formula: C2H5BrClN
Method: DFT, the ωB97M-V functional and the def2-TZVPD basis

Geometry (Å):
N (-0.8081, 0.0765, 0.8488)
Cl (-2.1203, 2.2222, 0.2914)
Br (-3.2334, -0.6563, -0.1750)
C (-0.5987, -1.1043, 1.4080)
H (-1.3810, -1.7362, 1.5885)
H (0.1170, 0.9406, -2.9529)
C (-1.8168, 0.5179, 0.0527)
H (-0.2949, 0.6400, -2.3654)
H (0.0079, 0.7242, 0.8472)
H (0.4739, -1.3165, 1.5039)

Properties
- HOMO level (spin up / spin down) (eV) = -7.41 / -7.38
- 2S+1 = 1
- total charge = 0
- E_LUMO (spin up / spin down) (Ha) = 0.015 / 0.011
- Kohn-Sham gap (spin up / spin down) (Eh) = 0.2869 / 0.2824


version x takes first place; second place is 2.000 eV up.


Version w
Molecular formula: C6H10OS
Method: DFT, the ωB97M-V functional and the def2-TZVPD basis

Geometry (Å):
H (-1.4055, -0.3596, -1.4611)
H (0.2876, -1.1916, 1.9876)
H (-3.3490, -0.3268, 0.4775)
H (2.3051, -0.9782, -0.0781)
O (0.4428, 1.3269, -0.6153)
H (1.1667, -1.2194, -1.4577)
H (1.8904, 1.2213, -2.1858)
H (-2.4641, 1.0532, 0.2036)
H (2.7311, 1.2331, -0.5957)
C (1.5634, -0.5109, -0.7907)
C (0.1262, -0.0885, 1.5857)
S (-1.5574, 0.2847, 2.0885)
C (1.7077, 0.9612, -1.1033)
C (-2.3015, 0.1100, 0.4857)
C (0.1854, 0.0317, 0.0175)
H (0.9092, 0.5871, 2.0058)
C (-1.1831, -0.5459, -0.4018)
H (-1.0550, -1.5882, -0.1623)

Properties
- HOMO level (eV) = -8.31
- SMILES = C1C[C@]2(CCSC2)O1
- 2S+1 = 1
- total charge = 0
- E_LUMO (Ha) = 0.033
- Kohn-Sham gap (Eh) = 0.3383


Version x
Molecular formula: C6H10OS
Method: DFT, the ωB97M-V functional and the def2-TZVPD basis

Geometry (Å):
C (-0.2077, -0.3458, 0.9080)
H (-0.7023, 0.7127, -1.9810)
C (-0.8852, 0.8971, -0.9048)
S (-1.8149, -0.3622, 0.0011)
H (1.5614, 1.8174, 1.4737)
H (-1.3450, 1.8983, -0.8862)
C (1.4924, 0.0026, -0.6807)
H (-0.2098, -0.0881, 1.9883)
H (1.3110, 2.6677, -0.0560)
C (0.3474, 0.7504, -0.0285)
H (0.0795, -2.4944, 0.6323)
H (1.6615, 0.3067, -1.7129)
C (0.6527, -1.5814, 0.6317)
H (1.4576, -1.6405, 1.3834)
O (1.2010, -1.3490, -0.6639)
C (0.8044, 2.0514, 0.6568)
H (2.4611, 0.1779, -0.1192)
H (-0.0678, 2.5843, 1.0756)

Properties
- HOMO level (eV) = -8.68
- 2S+1 = 1
- total charge = 0
- E_LUMO (Ha) = 0.031
- Kohn-Sham gap (Eh) = 0.3498


version x takes first place; second place is 1.502 eV up.


Version w
Molecular formula: C6H10OS
Method: DFT, the ωB97M-V functional and the def2-TZVPD basis

Geometry (Å):
C (-0.0764, 0.8669, 1.4735)
C (0.4823, -0.1960, -0.6270)
C (0.0788, -0.6913, 1.7073)
H (-0.7207, 1.3914, 2.3596)
H (0.3189, -2.2993, 0.2648)
O (-1.7070, 0.3670, -0.3442)
C (0.5207, -1.2608, 0.3520)
H (-2.1066, 1.8078, -0.9993)
C (-0.3919, 0.9466, 0.0498)
H (0.7831, 0.3636, -2.6631)
H (-0.9229, -0.5469, -2.3260)
H (-0.9298, -1.0879, 1.9603)
H (0.7052, -1.2665, -2.5785)
H (-0.1619, 2.0099, -0.4208)
H (0.8611, -0.9010, 2.4293)
H (0.9175, 1.4801, 1.4205)
C (0.1596, -0.4160, -2.1555)
S (2.1900, -0.5673, 0.0973)

Properties
- HOMO level (eV) = -8.56
- 2S+1 = 1
- total charge = 0
- E_LUMO (Ha) = -0.051
- Kohn-Sham gap (Eh) = 0.2637


Version x
Molecular formula: C6H10OS
Method: DFT, the ωB97M-V functional and the def2-TZVPD basis

Geometry (Å):
C (0.1876, 0.0705, -0.0423)
C (2.3227, -1.4541, -0.5636)
H (2.1939, 1.8190, 0.9379)
H (-0.2097, -1.4949, 1.3191)
H (-2.0608, 0.6407, -0.5445)
S (-0.4251, 1.5899, -0.2251)
H (2.1964, -1.7967, -1.7365)
C (-0.7193, -1.1428, 0.3504)
H (1.9907, -2.3699, -0.0932)
C (2.5700, 0.8546, 0.6080)
H (3.5872, 0.6253, 0.7426)
C (-2.1960, -0.8527, 0.6252)
H (3.4666, -1.5020, -0.3462)
O (-2.7512, -0.2253, -0.5704)
H (-2.4012, -0.2094, 1.4388)
C (1.7434, -0.1134, -0.0076)
H (-0.7069, -1.7429, -0.4798)
H (-2.6952, -1.7778, 1.1064)

Properties
- HOMO level (eV) = -9.00
- SMILES = C=C(C)C(=S)CCO
- 2S+1 = 1
- total charge = 0
- E_LUMO (Ha) = -0.030
- Kohn-Sham gap (Eh) = 0.3003


version x takes first place; second place is 2.380 eV up.


Version w
Molecular formula: C7H39NO12
Method: DFT, the ωB97M-V functional and the def2-TZVPD basis

Geometry (Å):
H (-1.4081, 2.2402, -0.9704)
H (2.9123, 2.0605, 2.4008)
O (-2.8916, -2.4654, -0.3722)
H (-1.3646, -4.4116, -0.3687)
C (1.1362, -0.7026, -0.1537)
H (-0.3493, -3.3597, -0.5264)
C (2.1828, 2.4979, 1.7159)
H (-2.5896, -1.5611, -0.5138)
H (-0.5194, 1.9940, 3.7595)
O (-0.5867, -2.1144, 1.6187)
H (1.2688, 0.0032, -3.3258)
O (1.1535, 0.3893, -4.2055)
H (2.5636, -0.2816, 1.2558)
H (2.0446, -3.3074, 2.4114)
O (-1.2862, 1.4173, 3.7394)
H (0.6211, -2.3700, -2.3946)
C (1.6659, 0.2220, 0.8942)
H (2.5811, -3.5618, 1.0191)
H (3.0165, -1.4027, -0.6488)
O (-2.6655, -1.3634, 3.1098)
H (-2.8685, 1.9050, 0.8880)
O (1.4170, 4.6113, -0.7788)
H (-2.3807, 0.3091, -2.2908)
H (1.5206, -3.4809, -1.3897)
C (1.9603, -1.4552, -0.9028)
O (-1.2979, -0.4375, -3.5429)
H (3.3988, 0.8156, -0.8040)
H (1.0343, 0.2673, 1.7945)
H (2.4080, 3.5321, 1.4721)
C (-0.2797, -0.4127, -0.5736)
C (1.9791, 1.6569, 0.4208)
H (3.9931, 2.0001, 0.1557)
N (3.1910, 1.7114, -0.3841)
H (-1.8940, 1.7516, 3.0531)
O (-2.8877, 2.3699, 1.7408)
H (-2.3627, -0.5333, 3.5058)
C (1.5838, -2.5170, -1.9026)
H (-1.9332, -1.5151, 2.4632)
H (0.1224, -2.1680, 2.2633)
O (-1.2857, 3.1590, -0.7078)
H (0.6706, 4.0015, -0.8432)
O (-0.4595, -4.2157, -0.0830)
H (2.4027, -2.6816, -2.6072)
H (1.6323, 1.2243, -4.2248)
H (-0.2147, 0.3929, -1.3117)
H (-1.9899, -0.5418, -4.1947)
O (-2.5993, 0.6952, -1.4116)
H (1.0655, 2.0449, -0.0258)
H (-3.0186, -2.6552, 0.5631)
H (-3.5267, 0.9521, -1.5138)
H (-0.7190, -1.3087, -1.0097)
H (-3.6662, 1.9099, 2.0975)
H (1.2565, 2.3712, 2.2635)
H (-0.7369, -2.9905, 1.2123)
H (2.1061, 4.1340, -0.3140)
H (-0.9481, -0.0805, 0.2121)
H (-0.4925, 0.0761, -3.7660)
O (2.6292, -2.9294, 1.7443)
H (-1.8983, 3.3823, -0.0045)

Properties
- HOMO level (eV) = -8.85
- 2S+1 = 1
- total charge = 0
- E_LUMO (Ha) = -0.001
- Kohn-Sham gap (Eh) = 0.3239


Version x
Molecular formula: C7H39NO12
Method: DFT, the ωB97M-V functional and the def2-TZVPD basis

Geometry (Å):
O (2.6769, -2.8249, -1.6900)
H (-3.6460, -0.3443, -3.5315)
H (-4.7981, 0.1789, 2.1770)
H (1.1400, -0.7959, -2.6168)
O (2.9026, -2.4526, 3.6992)
H (0.7446, -2.5802, -3.7350)
O (-3.3737, -0.8484, -2.8100)
H (-4.3059, -0.9277, -0.5129)
H (0.0910, 1.8899, -3.6707)
O (0.6066, 1.6609, 4.0007)
O (3.2813, -0.3094, 1.7825)
H (-2.2836, -0.5070, 1.0432)
H (1.4114, -2.5003, 0.4952)
H (-4.0604, 4.6393, -0.0165)
O (-4.6316, 1.0762, 2.2734)
H (-1.6433, 2.3376, -2.1103)
H (-2.8904, 2.8121, -1.1862)
H (-0.0262, 1.0433, 4.3579)
H (-4.2076, 1.3812, 1.4428)
H (-2.6856, 4.9565, -0.7189)
H (1.0601, 1.1341, 3.4169)
O (-2.2879, 2.0835, -1.4952)
H (1.0468, -0.9590, 1.3808)
O (-4.2630, -0.1300, 0.0069)
H (3.3942, -3.0134, 4.2524)
H (-1.1400, -2.0195, 0.8061)
H (-1.4192, -1.2453, 2.2990)
H (1.9648, -3.1044, 1.6245)
H (1.5370, 3.1056, -1.8834)
H (2.7892, 2.3581, -2.8771)
H (1.4228, -3.3368, -2.7082)
H (2.5091, 1.7380, -0.0215)
H (3.2708, 0.8576, -1.2910)
C (-1.2872, -0.9928, 1.2709)
H (3.3949, -1.6654, 3.4406)
H (-0.4232, -0.1280, -2.1692)
H (1.4712, 1.2230, -4.0555)
C (0.9253, 1.4448, -3.1035)
O (1.8825, -3.3329, 0.6653)
O (-3.5403, 4.4409, -0.7508)
H (3.1478, -3.4018, -1.0998)
O (0.9556, -3.4684, -3.6193)
H (0.3284, 0.1135, 2.2404)
N (1.2609, 0.3298, -0.8919)
H (2.5846, 0.0203, 1.0253)
H (-0.7828, 0.7965, -0.3500)
C (2.3469, 1.2929, -0.9820)
H (1.3215, -1.4386, 4.0688)
C (0.2374, 0.7528, 0.1050)
H (0.2308, 1.8887, 0.4945)
C (0.6424, 0.1630, -2.2906)
H (4.0812, 0.0884, 1.4608)
O (0.4370, -1.2370, 3.7991)
H (-4.6701, 0.3674, -0.7001)
C (1.8831, 2.2064, -2.2235)
C (0.0994, -0.2885, 1.2626)
H (-3.1987, -0.3543, -2.0798)
H (2.2944, -2.0950, -1.1406)
H (0.1901, -2.0798, 3.4398)

Properties
- HOMO level (eV) = -9.10
- 2S+1 = 1
- total charge = 0
- E_LUMO (Ha) = -0.002
- Kohn-Sham gap (Eh) = 0.3324


version w takes first place; second place is 3.728 eV up.


Version w
Molecular formula: C5H5NO3
Method: DFT, the ωB97M-V functional and the def2-TZVPD basis

Geometry (Å):
C (-0.2211, 1.0743, -0.3598)
C (-2.0498, -0.5516, 0.0655)
H (0.2853, 1.9658, -0.0116)
C (-1.1161, 0.5010, 0.8086)
H (2.9751, -1.5729, 0.7134)
C (0.0951, -0.1399, 0.3298)
N (-1.1726, -1.4489, -0.4769)
O (1.1454, -0.7120, 0.9864)
H (-1.0779, -1.7134, -1.5218)
O (-3.2327, -0.5357, -0.1388)
H (-1.3074, 1.0081, 1.8104)
C (2.2707, -0.9151, 0.2848)
O (2.4226, -0.4646, -0.7930)
H (-0.4195, 0.9270, -1.4865)

Properties
- HOMO level (eV) = -9.74
- 2S+1 = 1
- total charge = 0
- E_LUMO (Ha) = 0.008
- Kohn-Sham gap (Eh) = 0.3662


Version x
Molecular formula: C5H5NO3
Method: DFT, the ωB97M-V functional and the def2-TZVPD basis

Geometry (Å):
N (-1.2800, 1.9517, 1.1020)
C (-0.5849, -0.1460, 1.1851)
O (1.0856, -2.0051, -2.4376)
H (1.0219, -1.3944, 0.6262)
C (-0.5395, 1.7879, 0.0647)
C (0.4920, 0.0250, -1.2125)
C (-0.1059, 0.4541, -0.1400)
H (0.7244, 0.6646, -2.0648)
H (-0.2934, 2.7262, -0.3897)
O (0.9602, -2.0583, -0.1222)
O (-1.5160, 0.8001, 1.7651)
C (0.8682, -1.4041, -1.4062)
H (-1.0567, -1.1269, 1.1597)
H (0.2242, -0.2749, 1.8701)

Properties
- HOMO level (eV) = -9.84
- SMILES = O=C(O)/C=C1/C=NOC1
- 2S+1 = 1
- total charge = 0
- E_LUMO (Ha) = -0.022
- Kohn-Sham gap (Eh) = 0.3395


version x takes first place; second place is 1.260 eV up.